Computed, not measured: 5 unconnected molecules or ions with the total composition C22H40BrFO15S4 in a non-equilibrium geometry, with ωB97M-V/def2-TZVPD.

Geometry (Å):
C -3.688 -0.674 -1.550
C -3.487 -1.852 -1.423
C -3.180 -3.265 -1.244
F -3.987 -3.996 -2.045
O -3.438 -3.648 0.080
C -2.594 -4.656 0.435
O -2.757 -5.371 1.355
O -1.536 -4.677 -0.395
C -1.676 -3.699 -1.430
C -1.515 -4.381 -2.718
C -1.380 -4.958 -3.762
C -0.724 -2.501 -1.316
Br 1.057 -2.851 -2.009
C -0.616 -1.914 0.091
C 0.012 -2.794 1.192
H -3.900 0.362 -1.693
H -1.211 -5.420 -4.710
H -1.138 -1.737 -1.972
H 0.005 -1.020 0.000
H -1.601 -1.547 0.399
H 0.454 -3.699 0.771
H 0.834 -2.249 1.660
H -0.705 -3.074 1.965
O -0.669 -3.811 -6.729
S -1.468 -2.805 -7.362
O -2.507 -3.197 -8.263
O -0.503 -1.767 -8.076
C 0.493 -2.300 -8.984
C -0.088 -2.717 -10.317
C -2.120 -1.718 -6.146
H 1.013 -3.124 -8.492
H 1.203 -1.485 -9.106
H -0.751 -3.574 -10.214
H 0.722 -2.986 -10.996
H -0.661 -1.901 -10.757
H -1.315 -1.414 -5.482
H -2.874 -2.281 -5.600
H -2.568 -0.864 -6.646
O -1.364 1.573 -0.183
S -2.071 2.609 0.512
O -3.423 2.376 0.920
O -2.004 3.935 -0.363
C -2.415 3.839 -1.745
C -3.919 3.778 -1.909
C -1.126 3.163 1.880
H -1.921 2.979 -2.201
H -2.012 4.737 -2.206
H -4.329 2.853 -1.504
H -4.171 3.837 -2.968
H -4.396 4.607 -1.386
H -0.106 3.356 1.563
H -1.151 2.365 2.620
H -1.586 4.062 2.280
O 1.808 4.937 2.644
S 3.137 4.554 3.021
O 3.342 3.319 3.712
O 3.795 5.743 3.833
C 3.066 6.260 4.976
C 3.150 5.354 6.185
C 4.195 4.622 1.619
H 2.034 6.447 4.679
H 3.535 7.221 5.175
H 2.628 4.413 6.018
H 2.696 5.853 7.041
H 4.189 5.124 6.420
H 4.047 5.571 1.114
H 3.912 3.793 0.975
H 5.223 4.508 1.955
O 0.648 -1.922 4.639
S 1.339 -2.150 5.872
O 0.881 -1.501 7.062
O 2.878 -1.832 5.647
C 3.211 -0.552 5.051
C 3.084 0.605 6.018
C 1.500 -3.874 6.170
H 2.593 -0.406 4.165
H 4.241 -0.673 4.723
H 2.047 0.775 6.303
H 3.467 1.510 5.545
H 3.653 0.409 6.927
H 1.870 -4.352 5.268
H 0.506 -4.239 6.420
H 2.180 -4.020 7.004

ΔE to the lowest compared entry with this formula, charge and spin: 0.0 kcal per mole
total charge: 0
strongest force on any atom: 1.1 eV/A
frontier orbital gap: 10.10 eV
E_LUMO: 0.20 eV
SMILES: C#C[C@]1(F)OC(=O)O[C@]1(C#C)[C@H](Br)CC.CCOS(C)(=O)=O.CCOS(C)(=O)=O.CCOS(C)(=O)=O.CCOS(C)(=O)=O
2S+1: 1

=====

Computed, not measured: 8 unconnected molecules or ions with the total composition C22H40Cl8O12 in a non-equilibrium geometry, with ωB97M-V/def2-TZVPD.

Geometry (Å):
Cl 1.719 0.127 -2.046
C 0.089 0.166 -2.843
C 0.031 -1.069 -3.690
Cl -1.345 -1.176 -4.650
H -0.071 1.052 -3.457
H -0.850 0.216 -2.292
H 0.123 -1.929 -3.027
H 0.795 -1.213 -4.454
Cl -2.199 3.514 5.875
C -2.360 2.750 4.261
C -3.622 3.304 3.507
Cl -3.420 5.084 3.243
H -2.367 1.662 4.323
H -1.399 2.937 3.780
H -4.624 3.191 3.920
H -3.525 2.779 2.556
Cl 3.731 1.446 7.416
C 2.068 1.041 6.961
C 1.916 0.393 5.608
Cl 0.235 0.068 5.276
H 1.555 1.996 6.847
H 1.710 0.461 7.811
H 2.470 -0.531 5.446
H 2.215 1.040 4.783
Cl 2.994 -4.636 -2.006
C 2.298 -4.530 -0.341
C 3.421 -4.569 0.865
Cl 4.373 -6.082 0.653
H 1.539 -5.261 -0.060
H 1.917 -3.511 -0.280
H 3.092 -4.533 1.904
H 4.137 -3.750 0.796
C 0.070 4.094 -2.104
C -0.356 5.042 -1.003
O -1.087 4.105 -0.257
C -1.602 3.169 -1.068
O -2.357 2.306 -0.729
O -1.068 3.264 -2.231
H 0.943 3.462 -1.946
H 0.217 4.534 -3.091
H -1.009 5.858 -1.312
H 0.450 5.352 -0.338
C -0.687 -0.536 0.629
C -0.538 0.513 1.700
O 0.827 0.459 1.904
C 1.229 -0.908 1.739
O 2.182 -1.344 2.251
O 0.298 -1.524 1.042
H -0.590 -0.108 -0.369
H -1.713 -0.871 0.779
H -0.963 0.187 2.648
H -1.082 1.414 1.416
C 5.156 -2.790 -4.213
C 4.355 -1.635 -3.652
O 4.963 -0.709 -2.714
C 4.862 -0.857 -1.389
O 4.461 -1.822 -0.844
O 5.377 0.223 -0.763
C 5.111 0.381 0.681
H 5.332 -3.625 -3.535
H 6.135 -2.467 -4.566
H 4.658 -3.194 -5.094
H 3.395 -1.976 -3.265
H 3.968 -1.006 -4.454
H 5.591 1.259 1.113
H 5.635 -0.428 1.189
H 4.046 0.398 0.914
C -6.919 -1.542 -3.346
C -5.557 -0.857 -3.194
O -5.315 -0.448 -1.854
C -4.376 -1.175 -1.043
O -3.684 -2.152 -1.435
O -4.280 -0.626 0.149
C -5.056 0.521 0.507
H -7.344 -1.588 -4.348
H -7.577 -0.984 -2.679
H -6.861 -2.581 -3.024
H -5.485 -0.033 -3.904
H -4.786 -1.552 -3.528
H -6.115 0.277 0.424
H -4.723 1.412 -0.026
H -4.780 0.667 1.551

ΔE to the lowest compared entry with this formula, charge and spin: 68.7 kcal per mole
total charge: 0
strongest force on any atom: 4.8 eV/A
frontier orbital gap: 10.24 eV
E_LUMO: 0.21 eV
SMILES: CCOC(=O)OC.CCOC(=O)OC.O=C1OCCO1.O=C1OCCO1.ClCCCl.ClCCCl.ClCCCl.ClCCCl
2S+1: 1

=====

Computed, not measured: a molecular structure, C22H40LiO18 in a non-equilibrium geometry, with ωB97M-V/def2-TZVPD.

Geometry (Å):
Li 0.213 0.209 0.033
C -0.908 5.526 0.110
C -2.380 5.120 0.126
O -2.312 3.728 0.350
C -1.094 3.270 -0.025
O -0.831 2.125 -0.162
O -0.269 4.306 -0.246
H -0.595 5.989 1.043
H -0.742 6.241 -0.697
H -2.994 5.350 -0.744
H -2.808 5.600 1.010
C 3.767 -4.034 -1.073
C 4.478 -3.319 0.055
O 3.508 -2.306 0.387
C 2.305 -2.623 -0.088
O 1.302 -2.037 0.142
O 2.401 -3.679 -0.933
H 3.801 -5.123 -1.008
H 4.169 -3.731 -2.043
H 5.436 -2.880 -0.205
H 4.577 -3.899 0.978
C 1.133 0.153 -4.215
C 1.568 1.516 -3.678
O 2.800 1.457 -2.980
C 2.853 1.018 -1.749
O 1.891 0.779 -1.066
O 4.117 0.837 -1.397
C 4.419 0.964 -0.010
H 0.249 0.254 -4.841
H 1.073 -0.591 -3.422
H 1.915 -0.194 -4.898
H 0.706 2.018 -3.236
H 1.808 2.129 -4.547
H 4.080 1.939 0.337
H 5.505 0.938 0.070
H 4.034 0.120 0.563
C -3.476 1.651 -2.015
C -2.653 1.076 -3.163
O -2.616 -0.344 -3.120
C -1.737 -0.918 -2.307
O -0.871 -0.348 -1.690
O -1.926 -2.218 -2.363
C -1.026 -3.026 -1.632
H -3.519 2.738 -2.072
H -3.060 1.308 -1.070
H -4.507 1.307 -2.115
H -1.637 1.474 -3.093
H -3.050 1.356 -4.135
H -1.416 -4.039 -1.625
H -0.853 -2.668 -0.617
H -0.008 -3.057 -2.031
C 1.669 -1.916 4.841
C 2.311 -1.277 3.638
O 2.345 0.155 3.743
C 1.851 0.847 2.750
O 1.212 0.407 1.828
O 2.217 2.099 2.856
C 1.726 3.062 1.961
H 2.364 -1.813 5.682
H 1.489 -2.987 4.764
H 0.752 -1.459 5.215
H 1.786 -1.528 2.713
H 3.337 -1.614 3.501
H 0.637 3.075 2.004
H 2.058 2.931 0.929
H 2.093 4.053 2.225
C -4.914 -3.087 -0.434
C -4.477 -2.353 0.830
O -3.359 -1.539 0.498
C -2.648 -0.936 1.431
O -1.663 -0.296 1.193
O -3.183 -1.083 2.642
C -2.500 -0.492 3.761
H -4.141 -3.699 -0.892
H -5.272 -2.399 -1.201
H -5.771 -3.715 -0.185
H -4.345 -3.106 1.608
H -5.321 -1.758 1.182
H -3.018 0.426 4.033
H -1.493 -0.238 3.429
H -2.560 -1.220 4.562

ΔE to the lowest compared entry with this formula, charge and spin: 18.5 kcal per mole
total charge: +1
strongest force on any atom: 2.0 eV/A
frontier orbital gap: 11.46 eV
E_LUMO: -1.60 eV
2S+1: 1